[1]
20
Properties=species:S:1:pos:R:3 method="wB97M-V/def2-TZVPD" de_lowest_kcal_mol=154.17 lumo_ev="-6.73 / -6.73" homo_lumo_gap_ev="4.8 / 4.8" total_energy_ha=-796.588257 total_charge=+1 largest_force_ha_per_bohr=0.08352
C -0.7752 -0.0839 0.0812
C 1.9688 0.0038 0.0600
C -2.8934 0.6022 0.9208
C -1.9374 0.6771 -0.0432
C -0.6578 -2.4684 -0.2528
C 1.7749 2.4159 -0.5069
N 1.2129 -1.1275 0.2175
N -0.1556 -1.1515 0.0969
N 1.2569 1.0685 -0.1732
S 3.6296 -0.0589 0.2554
H -3.7045 1.2299 0.8303
H -2.9507 -0.0060 1.8203
H -2.1742 1.2667 -0.8874
H -1.3612 -2.4123 -1.0204
H 0.3275 -3.0295 -0.6011
H -1.1058 -2.9862 0.5337
H 1.3871 2.5632 -1.5435
H 2.9200 2.4095 -0.6966
H 1.6038 3.0826 0.3407
H 1.6343 -1.9951 0.5683

***

[2]
8
Properties=species:S:1:pos:R:3 method="wB97M-V/def2-TZVPD" de_lowest_kcal_mol=44.10 lumo_ev=3.02 homo_lumo_gap_ev=7.6 total_energy_ha=-960.914056 total_charge=-1 largest_force_ha_per_bohr=0.05768
C 0.6132 0.6053 0.8076
O -1.7935 0.2387 -1.0717
O 0.0658 -1.2705 -1.6773
O -1.2095 -1.8675 0.1918
S -0.8335 -0.7575 -0.6295
I 1.9012 1.4826 -0.6129
H 0.1070 1.4371 1.2347
H 1.1492 0.1319 1.7573

***

[3]
13
Properties=species:S:1:pos:R:3 method="wB97M-V/def2-TZVPD" de_lowest_kcal_mol=93.42 lumo_ev=1.03 homo_lumo_gap_ev=9.3 total_energy_ha=-286.482767 total_charge=0 largest_force_ha_per_bohr=0.05476
C -0.1067 -1.4664 0.7539
C -0.7287 -0.5063 -0.2140
C -0.2530 1.3248 0.3550
N 0.8388 1.4803 -0.5304
C 0.8900 0.5571 -1.3834
O -0.0179 -0.4601 -1.4137
H -0.1153 -2.4999 0.3824
H 0.9490 -1.2010 0.9144
H -0.6408 -1.4562 1.7052
H -1.4286 0.2868 -0.0064
H -1.0177 2.1212 0.1813
H -0.0077 1.3231 1.4192
H 1.6385 0.4966 -2.1635

***

[4]
13
Properties=species:S:1:pos:R:3 method="wB97M-V/def2-TZVPD" de_lowest_kcal_mol=199.56 lumo_ev="0.42 / 0.42" homo_lumo_gap_ev="9.4 / 9.4" total_energy_ha=-377.641318 total_charge=0 largest_force_ha_per_bohr=0.09971
C -0.4758 -0.3360 -1.3810
C 0.3267 0.5357 0.8847
C 0.6533 -0.9150 0.6737
N 0.5574 1.1195 -0.4120
N -0.3202 -1.2477 -0.5299
O -0.7108 -2.4101 -0.6425
O -0.1489 2.2555 -0.6801
H -1.0724 -0.2543 -2.3127
H -0.7403 0.6504 1.3096
H 1.1091 1.0033 1.6838
H 1.6019 -1.0807 0.3499
H 0.3878 -1.4413 1.4872
H -1.1676 2.1206 -0.4308

***

[5]
5
Properties=species:S:1:pos:R:3 method="wB97M-V/def2-TZVPD" de_lowest_kcal_mol=66.61 lumo_ev=-1.09 homo_lumo_gap_ev=10.9 total_energy_ha=-1770.052685 total_charge=0 largest_force_ha_per_bohr=0.09190
F 0.1715 0.1847 -2.1596
Si 0.1195 -0.0001 0.1055
Cl -1.6473 -0.9324 0.3718
Cl -0.2471 1.8052 0.7513
Cl 1.6034 -1.0574 0.9312

***

[6]
18
Properties=species:S:1:pos:R:3 method="wB97M-V/def2-TZVPD" de_lowest_kcal_mol=162.39 lumo_ev="-0.39 / -0.07" homo_lumo_gap_ev="8.4 / 8.5" total_energy_ha=-686.950559 total_charge=0 largest_force_ha_per_bohr=0.08500
C 2.1591 1.0791 0.1074
C -0.8006 1.6025 -1.1359
C 0.4218 -1.9506 1.1102
C -0.1777 0.3015 -0.8629
N -2.0568 -1.5506 -0.2833
O -1.4108 0.2122 1.4783
S -0.9405 -0.7117 0.4280
H 2.7643 0.2602 0.1069
H 2.3115 1.8966 -0.6489
H 1.5340 1.0587 0.9590
H -0.7157 1.7856 -2.1438
H -0.3508 2.4593 -0.5280
H -1.8400 1.7087 -0.7116
H -0.0540 -2.5778 1.8048
H 0.9031 -2.4625 0.3019
H 1.0790 -1.2854 1.5080
H 0.1603 -0.2168 -1.6825
H -2.9863 -1.6090 0.1922

***

[7]
55
Properties=species:S:1:pos:R:3 method="wB97M-V/def2-TZVPD" de_lowest_kcal_mol=13.49 lumo_ev=-2.55 homo_lumo_gap_ev=8.4 total_energy_ha=-1396.242523 total_charge=+1 largest_force_ha_per_bohr=0.09148
C -3.5547 1.3445 1.7072
C -2.6423 0.2317 1.8144
C -2.7918 -1.0926 2.1808
C -1.6914 -1.7916 1.5891
C -1.1507 -0.9499 0.6298
B 1.2915 -0.0546 2.9922
O 1.5777 0.8780 2.0472
C 1.2262 2.2065 2.5552
C 0.3934 1.9850 3.8252
N 0.6139 0.5352 4.1962
C -0.5924 -0.1442 4.7538
C 1.8674 0.1806 4.9902
C 2.3745 -1.1924 4.4117
O 1.8207 -1.3162 3.0760
O -1.5330 0.3078 1.0031
H -4.5070 0.9383 1.3088
H -3.7462 1.8043 2.6850
H -3.1886 2.1300 1.0224
H -3.6570 -1.5511 2.6637
H -1.1905 -2.6744 1.9637
H 2.1740 2.7351 2.7564
H 0.6801 2.7415 1.7634
H 0.6841 2.6581 4.6374
H -0.6820 2.1162 3.6483
H -0.5706 -0.0673 5.8464
H -1.4992 0.3474 4.3751
H -0.6091 -1.1925 4.4227
H 2.6176 0.9923 4.9410
H 1.5222 0.0500 6.0200
H 3.4759 -1.2594 4.2893
H 1.9918 -2.0417 5.0091
F 2.4503 0.6498 -4.0264
C 1.5067 0.9420 -3.0737
C 0.8175 2.1435 -3.1361
C -0.0554 2.4381 -2.0874
C -0.2083 1.5353 -1.0259
C 0.3647 0.2616 -1.0744
C -0.0780 -1.0613 -0.3065
C 1.1385 -1.9302 0.2059
C 0.9346 -3.2782 0.5094
C 2.0158 -4.1549 0.6491
C 3.3170 -3.7533 0.3302
C 3.4971 -2.4087 0.0363
F 4.7184 -2.0159 -0.4951
C 2.4634 -1.4762 0.1186
C 1.2662 -0.0124 -2.0979
H 0.9582 2.8308 -3.9559
H -0.6480 3.3547 -2.0648
H -0.8468 1.8464 -0.2003
H -0.4845 -1.6673 -1.1472
H -0.0839 -3.6759 0.5054
H 1.8165 -5.1862 0.9299
H 4.1442 -4.4599 0.2968
H 2.7008 -0.4109 0.0274
H 1.7289 -0.9994 -2.1527

***

[8]
21
Properties=species:S:1:pos:R:3 method="wB97M-V/def2-TZVPD" de_lowest_kcal_mol=58.91 lumo_ev="-3.46 / -10.97" homo_lumo_gap_ev="10.3 / 2.8" total_energy_ha=-423.227316 spin_multiplicity=2 total_charge=+1 largest_force_ha_per_bohr=0.04330 s2=0.76
C -0.4552 0.1659 -0.5582
O -1.3457 -0.6704 -1.2811
C -0.9765 1.4311 0.0724
C 0.1470 2.4212 0.4809
H 0.1556 -0.4595 0.1206
H 0.2639 0.3728 -1.3623
H -2.0562 -1.0754 -0.7267
H -1.6237 2.0179 -0.5801
H -1.5603 1.2780 0.9810
H 1.0968 1.9373 0.7213
H 0.3817 3.2005 -0.2427
H -0.1777 2.9742 1.3628
H 1.4072 -1.6327 -0.8202
H 1.0950 -2.5955 -1.9221
O 1.8256 -2.1123 -1.5499
H -0.5057 -1.0257 -3.0457
H 0.1932 -0.6928 -4.3603
O -0.1689 -1.4421 -3.8610
H 0.3310 -2.0248 5.5080
H 1.2434 -0.8436 5.8810
O 0.7295 -1.2243 5.1822

***

[9]
23
Properties=species:S:1:pos:R:3 method="wB97M-V/def2-TZVPD" de_lowest_kcal_mol=17.90 lumo_ev="-4.46 / -8.16" homo_lumo_gap_ev="10.0 / 6.3" total_energy_ha=-350.980465 spin_multiplicity=2 total_charge=+1 largest_force_ha_per_bohr=0.04222 s2=0.77
C -0.8085 -0.3950 -0.4798
C -0.4968 1.4209 2.7861
C -0.1957 0.5930 1.7489
C -1.2705 2.6150 2.4682
C -0.8893 0.7194 0.4929
C -1.7945 2.8244 1.1831
C -1.6741 1.8550 0.2135
H -0.2798 1.3655 3.8424
H 0.4264 -0.2559 1.9677
H -1.0818 3.4110 3.1774
H -2.2371 3.7841 0.9231
H -1.8183 -0.8110 -0.3587
H 0.0129 -1.0417 -0.1595
H -2.2589 1.9599 -0.7036
H -0.6685 -0.1272 -1.5204
C 2.2169 -1.8309 -1.4369
C 1.5225 -2.6747 -2.5110
H 3.2237 -1.4999 -1.6646
H 1.7487 -0.8827 -1.1522
H 2.4118 -2.3760 -0.4994
H 1.9760 -2.4908 -3.4751
H 0.4592 -2.4226 -2.5414
H 1.4758 -3.7399 -2.3008

***

Repeat the seventh record exactly.
55
Properties=species:S:1:pos:R:3 method="wB97M-V/def2-TZVPD" de_lowest_kcal_mol=13.49 lumo_ev=-2.55 homo_lumo_gap_ev=8.4 total_energy_ha=-1396.242523 total_charge=+1 largest_force_ha_per_bohr=0.09148
C -3.5547 1.3445 1.7072
C -2.6423 0.2317 1.8144
C -2.7918 -1.0926 2.1808
C -1.6914 -1.7916 1.5891
C -1.1507 -0.9499 0.6298
B 1.2915 -0.0546 2.9922
O 1.5777 0.8780 2.0472
C 1.2262 2.2065 2.5552
C 0.3934 1.9850 3.8252
N 0.6139 0.5352 4.1962
C -0.5924 -0.1442 4.7538
C 1.8674 0.1806 4.9902
C 2.3745 -1.1924 4.4117
O 1.8207 -1.3162 3.0760
O -1.5330 0.3078 1.0031
H -4.5070 0.9383 1.3088
H -3.7462 1.8043 2.6850
H -3.1886 2.1300 1.0224
H -3.6570 -1.5511 2.6637
H -1.1905 -2.6744 1.9637
H 2.1740 2.7351 2.7564
H 0.6801 2.7415 1.7634
H 0.6841 2.6581 4.6374
H -0.6820 2.1162 3.6483
H -0.5706 -0.0673 5.8464
H -1.4992 0.3474 4.3751
H -0.6091 -1.1925 4.4227
H 2.6176 0.9923 4.9410
H 1.5222 0.0500 6.0200
H 3.4759 -1.2594 4.2893
H 1.9918 -2.0417 5.0091
F 2.4503 0.6498 -4.0264
C 1.5067 0.9420 -3.0737
C 0.8175 2.1435 -3.1361
C -0.0554 2.4381 -2.0874
C -0.2083 1.5353 -1.0259
C 0.3647 0.2616 -1.0744
C -0.0780 -1.0613 -0.3065
C 1.1385 -1.9302 0.2059
C 0.9346 -3.2782 0.5094
C 2.0158 -4.1549 0.6491
C 3.3170 -3.7533 0.3302
C 3.4971 -2.4087 0.0363
F 4.7184 -2.0159 -0.4951
C 2.4634 -1.4762 0.1186
C 1.2662 -0.0124 -2.0979
H 0.9582 2.8308 -3.9559
H -0.6480 3.3547 -2.0648
H -0.8468 1.8464 -0.2003
H -0.4845 -1.6673 -1.1472
H -0.0839 -3.6759 0.5054
H 1.8165 -5.1862 0.9299
H 4.1442 -4.4599 0.2968
H 2.7008 -0.4109 0.0274
H 1.7289 -0.9994 -2.1527